Entry from the Open Molecules 2025 dataset: 2 unconnected molecules or ions with the total composition CH5NSi2 at a distorted geometry (wB97M-V/def2-TZVPD).

Each line ends with the natural charge from an NBO analysis.
CARTESIAN COORDINATES (ANGSTROEM)
C: 1.74898 3.38879 -0.85641  -0.28
N: 2.41060 3.10712 -1.73790  -0.26
Si: -0.88347 -1.18535 -0.09200  0.56
Si: 0.74311 3.11997 0.67616  0.79
H: -1.81999 -0.56895 0.89856  -0.15
H: -1.79372 -1.66261 -1.24225  -0.14
H: -0.68631 -2.57021 0.45807  -0.13
H: -0.59421 2.61032 0.14994  -0.25
H: 0.12034 -0.16702 -0.48483  -0.14

Results
Electronic energy in eV: -18359.51581
Kohn-Sham gap in eV: 7.604
F_max in eV/A: 2.430

Entry from the Open Molecules 2025 dataset: 2 unconnected molecules or ions with the total composition CH5NSi2 at a distorted geometry (wB97M-V/def2-TZVPD).

Each line ends with the natural charge from an NBO analysis.
CARTESIAN COORDINATES (ANGSTROEM)
C: -0.53407 -0.85981 -0.52581  -0.13
N: -0.03186 0.15335 -0.21145  -0.37
Si: 1.22281 2.23838 0.59343  0.43
Si: -1.15085 -2.61776 -0.57955  0.69
H: 0.32504 1.86623 1.70189  -0.15
H: 1.98997 3.36969 1.30516  -0.18
H: 1.42124 1.86488 -0.90546  -0.09
H: -1.00018 -3.53045 -1.78686  -0.09
H: -2.24211 -2.48451 0.40865  -0.12

Results
Electronic energy in eV: -18357.68160
Kohn-Sham gap (alpha / beta) in eV: 4.752 / 8.630
F_max in eV/A: 2.794

Entry from the Open Molecules 2025 dataset: a molecular structure, CH5O2 (wB97M-V/def2-TZVPD).

Each line ends with the natural charge from an NBO analysis.
CARTESIAN COORDINATES (ANGSTROEM)
C: 1.07303 0.17772 -0.07011  -0.21
O: 0.01346 0.32053 -0.92979  -0.88
H: 1.78391 1.03255 -0.08387  0.10
H: 1.67112 -0.73597 -0.26552  0.10
H: 0.77734 0.13844 1.00378  0.11
H: -2.29360 -0.11363 0.73646  0.41
H: -0.99998 -0.16238 -0.38406  0.49
O: -2.02528 -0.65726 -0.00689  -1.13

Results
Electronic energy in eV: -5212.91742
Kohn-Sham gap in eV: 8.224
F_max in eV/A: 0.666
Charge: -1

Entry from the Open Molecules 2025 dataset: 2 unconnected molecules or ions with the total composition CH5O2P at a distorted geometry (wB97M-V/def2-TZVPD).

Each line ends with the natural charge from an NBO analysis.
CARTESIAN COORDINATES (ANGSTROEM)
C: 2.99803 0.30923 0.10405  0.28
O: 2.06817 -0.39807 0.49837  -0.49
O: -2.28319 -1.03822 0.35533  -0.99
P: -2.28197 0.48933 -0.17997  0.65
H: 2.87986 1.28382 -0.33538  0.11
H: 4.02018 -0.01055 -0.00671  0.11
H: -3.66335 0.50592 -0.44120  -0.08
H: -1.98604 -1.09822 1.25856  0.49
H: -1.75169 -0.04325 -1.25304  -0.07

Results
Electronic energy in eV: -14499.81488
Kohn-Sham gap in eV: 9.754
F_max in eV/A: 3.356

Entry from the Open Molecules 2025 dataset: 2 unconnected molecules or ions with the total composition CH5O2PS at a distorted geometry (wB97M-V/def2-TZVPD).

Each line ends with the natural charge from an NBO analysis.
CARTESIAN COORDINATES (ANGSTROEM)
C: 1.87604 -0.61446 -0.36621  0.66
O: 2.03266 -1.80719 0.17433  -0.66
O: 0.86278 0.03253 -0.29989  -0.62
P: -1.72836 0.87657 0.05047  0.70
S: -2.67220 -0.59373 -0.67348  -0.55
H: 2.90413 -0.27768 -0.51617  0.12
H: 1.11052 -2.08708 0.48677  0.50
H: -2.57875 1.91481 0.54953  -0.05
H: -0.84725 0.81321 1.07608  -0.04
H: -0.95959 1.74302 -0.48142  -0.06

Results
Electronic energy in eV: -25335.88582
Kohn-Sham gap in eV: 9.500
F_max in eV/A: 4.309

Entry from the Open Molecules 2025 dataset: a molecular structure, CH5O3 at a distorted geometry (wB97M-V/def2-TZVPD).

Each line ends with the natural charge from an NBO analysis.
CARTESIAN COORDINATES (ANGSTROEM)
O: 0.93502 1.37404 1.31357  -0.80
H: 0.82533 1.72026 2.16429  0.54
H: 1.69030 0.74786 1.30505  0.54
H: 0.07746 0.90257 0.74243  0.55
O: -0.69547 0.38696 -0.17513  -0.69
C: -0.80053 -0.75956 -0.79255  0.74
O: -0.14820 -1.11775 -1.80247  -0.60
H: -1.60490 -1.32888 -0.40984  0.16
H: -0.27900 -1.92549 -2.34534  0.56

Results
Electronic energy in eV: -7252.35489
Kohn-Sham gap in eV: 12.451
F_max in eV/A: 4.945
Charge: +1

Entry from the Open Molecules 2025 dataset: 2 unconnected molecules or ions with the total composition CH5O3 at a distorted geometry (wB97M-V/def2-TZVPD).

Each line ends with the natural charge from an NBO analysis.
CARTESIAN COORDINATES (ANGSTROEM)
O: -1.79947 -1.00822 0.92339  -0.80
H: -2.57073 -0.43655 0.91200  0.56
H: -1.81665 -1.36374 1.81049  0.59
H: -0.96417 -0.41297 0.33591  0.55
O: -0.07670 0.15601 -0.51961  -0.05
C: 1.14389 0.46256 -0.85566  0.71
O: 1.87231 1.38122 -0.30418  -0.43
H: 1.47147 -0.19433 -1.58906  0.29
H: 2.74005 1.41602 -0.71327  0.58

Results
Electronic energy in eV: -7235.70489
Kohn-Sham gap (alpha / beta) in eV: 12.980 / 8.177
F_max in eV/A: 4.790
Multiplicity: 2
Charge: +2

Entry from the Open Molecules 2025 dataset: 3 unconnected molecules or ions with the total composition CH5O4 (wB97M-V/def2-TZVPD).

Each line ends with the natural charge from an NBO analysis.
CARTESIAN COORDINATES (ANGSTROEM)
O: -0.26114 2.36382 -0.25296  -0.74
C: 0.45463 1.49398 0.24811  0.65
O: 0.49657 0.25885 -0.00219  -0.85
H: 1.16535 1.82251 1.06035  0.01
H: 0.93049 -1.32385 0.49628  0.52
H: 0.24651 -2.27893 1.43010  0.45
O: 1.10154 -2.16181 1.00420  -0.99
H: -0.90655 -0.45660 -0.75734  0.51
H: -2.10823 -1.27822 -0.36778  0.44
O: -1.57948 -1.08409 -1.13562  -0.99

Results
Electronic energy in eV: -9310.27255
Kohn-Sham gap in eV: 9.051
F_max in eV/A: 0.609
Charge: -1

Entry from the Open Molecules 2025 dataset: a single CH5O7P molecule at a distorted geometry (wB97M-V/def2-TZVPD).

Each line ends with the natural charge from an NBO analysis.
CARTESIAN COORDINATES (ANGSTROEM)
C: -1.21957 0.58616 0.95869  0.29
O: 1.23322 1.02193 -1.30628  -1.10
O: -1.69128 -0.59890 1.35879  -0.68
O: -0.31478 1.21690 1.77784  -0.73
O: -0.02993 -0.94477 -2.92290  -0.41
O: 2.12145 -0.78146 0.66097  -0.42
O: -0.74611 -0.57369 -1.75719  -0.54
O: 0.92110 -1.12752 0.01610  -0.56
P: 0.19921 0.17670 -0.69253  2.04
H: -2.02495 1.21800 0.58279  0.18
H: -0.95643 -1.19452 1.57613  0.50
H: -0.69186 1.37546 2.65709  0.49
H: 0.67841 -0.27938 -3.00086  0.47
H: 2.52151 -0.09488 0.09136  0.48

Results
Electronic energy in eV: -24734.63000
Kohn-Sham gap in eV: 10.472
F_max in eV/A: 3.289

Entry from the Open Molecules 2025 dataset: 2 unconnected molecules or ions with the total composition CH5S2 at a distorted geometry (wB97M-V/def2-TZVPD).

Each line ends with the natural charge from an NBO analysis.
CARTESIAN COORDINATES (ANGSTROEM)
S: 2.20273 -0.29706 0.45263  -0.95
H: 1.65198 0.87768 0.84882  0.09
C: -0.86385 0.33169 -0.19080  -0.70
S: -0.69128 -1.46761 -0.76240  -0.23
H: -0.37309 0.28161 0.82000  0.24
H: -1.96845 0.51870 -0.04067  0.18
H: -0.47729 1.07525 -0.84316  0.20
H: 0.51925 -1.32026 -0.28442  0.18

Results
Electronic energy in eV: -22789.15222
Kohn-Sham gap in eV: 6.699
F_max in eV/A: 3.284
Charge: -1

Entry from the Open Molecules 2025 dataset: 2 unconnected molecules or ions with the total composition CH5S3 (wB97M-V/def2-TZVPD).

Each line ends with the natural charge from an NBO analysis.
CARTESIAN COORDINATES (ANGSTROEM)
S: 1.17706 -2.57517 0.98924  -0.51
H: 0.22472 -2.80269 0.11240  0.12
C: -1.04736 1.28926 -0.11592  -0.76
S: 0.10534 0.70160 -1.37829  -0.01
S: 1.88691 0.47556 -0.44113  -0.63
H: -0.95679 0.74001 0.82431  0.21
H: -2.04387 1.11786 -0.53031  0.20
H: -0.91237 2.35023 0.10509  0.19
H: 1.56637 -1.29665 0.43462  0.19

Results
Electronic energy in eV: -33625.28306
Kohn-Sham gap in eV: 6.254
F_max in eV/A: 0.842
Charge: -1

Entry from the Open Molecules 2025 dataset: 2 unconnected molecules or ions with the total composition CH6BN at a distorted geometry (wB97M-V/def2-TZVPD).

Each line ends with the natural charge from an NBO analysis.
CARTESIAN COORDINATES (ANGSTROEM)
B: 1.22387 -0.50316 -0.13322  0.66
C: -1.23173 0.07018 0.04443  -0.40
N: 0.22363 0.25383 0.29896  -0.93
H: 3.33343 0.08431 0.26409  -0.28
H: 1.16632 -1.27320 -1.11126  -0.09
H: -1.58955 -0.94016 -0.09880  0.21
H: -1.83893 0.52103 0.86395  0.20
H: -1.53374 0.56038 -0.80428  0.20
H: 0.24672 1.22680 0.67613  0.43

Results
Electronic energy in eV: -3297.25954
Kohn-Sham gap in eV: 8.897
F_max in eV/A: 4.405

Record order is preserved below.
Energy relative to the best compared isomer or geometry (same formula, charge and spin): 211.5; 388.5; 2.6; 185.1; 232.1; 85.2; 107.5; 22.2; 0.0; 44.1; 2.0; 452.5 kJ/mol